Record 1
C24H23F2I2N4OPbS as an isolated structure in a non-equilibrium geometry, computed with the ωB97M-V functional and the def2-TZVPD basis.

Positions of all 58 atoms, in Å:
1 Pb -0.058 1.018 0.023
2 I -3.567 -0.687 -5.381
3 C -2.248 -1.637 -4.126
4 I -2.423 -3.668 -3.776
5 H -2.484 -1.245 -3.120
6 H -1.227 -1.482 -4.463
7 F 2.831 0.189 4.445
8 C 1.623 0.290 3.996
9 C 1.372 0.540 2.669
10 C 0.075 0.608 2.220
11 C -0.976 0.416 3.126
12 C -0.654 0.056 4.411
13 F -1.595 -0.420 5.302
14 C 0.646 0.008 4.876
15 C -2.367 0.526 2.547
16 C -3.294 -0.452 2.949
17 C -4.581 -0.391 2.429
18 C -4.940 0.707 1.591
19 C -3.912 1.513 1.186
20 N -2.692 1.519 1.700
21 H 2.236 0.644 2.060
22 H 0.826 -0.329 5.887
23 H -2.952 -1.286 3.629
24 H -5.264 -1.175 2.659
25 H -5.956 0.860 1.265
26 H -3.971 2.324 0.431
27 N 0.417 0.855 -3.534
28 C -0.099 2.075 -3.798
29 O -0.758 2.353 -4.783
30 C 0.058 2.988 -2.546
31 C -0.833 2.577 -1.334
32 H 0.406 0.103 -4.227
33 H 1.012 0.620 -2.699
34 H -0.279 3.943 -2.817
35 H 1.185 3.037 -2.382
36 H -1.655 2.032 -1.784
37 H -1.166 3.451 -0.787
38 C 0.775 -2.349 -0.261
39 C 2.243 -1.930 -0.196
40 C 3.213 -2.840 0.194
41 C 4.541 -2.453 0.221
42 C 4.888 -1.146 -0.116
43 C 3.911 -0.216 -0.474
44 C 4.270 1.214 -0.684
45 C 2.557 -0.603 -0.550
46 N 1.637 0.355 -0.926
47 H 0.679 -3.440 -0.211
48 H 0.377 -2.108 -1.247
49 H 0.205 -1.863 0.493
50 H 3.014 -3.840 0.405
51 H 5.284 -3.146 0.567
52 H 5.980 -0.785 -0.135
53 H 5.323 1.444 -0.909
54 H 3.913 1.851 0.151
55 H 3.703 1.602 -1.529
56 S -4.446 -0.993 -1.353
57 C -2.930 -0.710 -0.879
58 N -1.871 -0.520 -0.404

Charge: -1
2S+1: 1
Energy in hartree: -2608.75440

natural (NBO) atomic charge list, values in e, 4 entries:
1. Pb 1.792
2. I 0.161
3. C -0.777
4. I 0.126

***

Record 2
C24H23KN6O7S as an isolated structure, computed with the ωB97M-V functional and the def2-TZVPD basis.

Positions of all 62 atoms, in Å:
1 K -1.522 0.277 0.813
2 C 3.284 -2.300 4.100
3 C 1.836 -2.562 4.269
4 N 1.303 -3.281 5.208
5 N -0.037 -3.231 4.916
6 C -0.349 -2.465 3.848
7 S -1.857 -2.189 3.212
8 N 0.890 -2.038 3.431
9 N 1.234 -1.253 2.334
10 H 3.832 -2.817 4.885
11 H 3.480 -1.229 4.144
12 H 3.614 -2.644 3.119
13 H -0.711 -3.715 5.477
14 H 0.945 -0.276 2.483
15 H 0.775 -1.621 1.492
16 O 0.775 3.530 2.816
17 C 0.380 2.662 2.026
18 O 0.422 1.414 2.148
19 C -1.758 3.513 0.550
20 C -1.428 4.987 0.194
21 C -1.857 5.423 -1.161
22 C -2.517 4.598 -1.969
23 C -2.767 3.207 -1.551
24 N -2.410 2.688 -0.453
25 H -1.855 5.646 0.954
26 H -1.634 6.439 -1.477
27 H -2.856 4.909 -2.951
28 H -3.274 2.554 -2.264
29 O -3.071 4.417 2.339
30 C -2.627 3.355 1.864
31 O -2.795 2.179 2.233
32 C -0.203 3.199 0.659
33 C 0.087 4.706 0.421
34 C 1.034 5.003 -0.687
35 C 1.438 4.039 -1.509
36 C 0.933 2.666 -1.332
37 N 0.194 2.267 -0.385
38 H 0.436 5.143 1.357
39 H 1.392 6.022 -0.815
40 H 2.129 4.233 -2.323
41 H 1.220 1.924 -2.079
42 C 3.871 -4.329 -2.036
43 O 2.823 -4.495 -2.960
44 C 1.616 -3.918 -2.633
45 C 0.600 -4.091 -3.596
46 C -0.627 -3.532 -3.340
47 C -0.927 -2.797 -2.179
48 C -2.258 -2.227 -2.008
49 C -3.322 -2.538 -3.067
50 O -2.598 -1.510 -1.079
51 C 0.107 -2.623 -1.175
52 O -0.048 -2.010 -0.095
53 C 1.390 -3.226 -1.478
54 H 4.737 -4.835 -2.460
55 H 3.629 -4.775 -1.067
56 H 4.107 -3.272 -1.881
57 H 0.807 -4.645 -4.502
58 H -1.400 -3.665 -4.087
59 H -3.471 -3.612 -3.189
60 H -3.042 -2.126 -4.039
61 H -4.249 -2.076 -2.738
62 H 2.154 -3.076 -0.728

Charge: -2
2S+1: 1
Energy in hartree: -2781.79407

natural (NBO) atomic charge list, values in e, 4 entries:
1. K 0.920
2. C -0.651
3. C 0.369
4. N -0.320

***

Record 3
A 2-piece molecular cluster, C24H23N2O3 overall in a non-equilibrium geometry, computed with the ωB97M-V functional and the def2-TZVPD basis.

Positions of all 52 atoms, in Å:
1 C 4.610 2.056 -2.546
2 C 3.090 2.188 -2.395
3 C 2.806 1.455 -1.120
4 C 4.045 1.008 -0.593
5 O 5.117 1.311 -1.371
6 C 4.121 0.327 0.636
7 C 2.952 0.097 1.322
8 C 1.665 0.388 0.745
9 C 0.436 0.009 1.338
10 C 0.250 -0.717 2.547
11 C -0.879 -0.409 3.363
12 C -1.045 -1.045 4.575
13 C -0.088 -1.995 5.009
14 O -0.389 -2.574 6.203
15 C -1.663 -1.986 6.668
16 C -2.121 -0.972 5.612
17 C 1.025 -2.338 4.220
18 C 1.160 -1.731 2.993
19 C 1.637 1.173 -0.453
20 H 4.893 1.490 -3.442
21 H 5.118 3.028 -2.557
22 H 2.799 3.243 -2.343
23 H 2.566 1.740 -3.245
24 H 5.097 0.030 1.006
25 H 3.007 -0.321 2.322
26 H -0.457 0.443 0.894
27 H -1.600 0.340 3.039
28 H -2.376 -2.810 6.795
29 H -1.477 -1.518 7.643
30 H -2.219 0.029 6.046
31 H -3.096 -1.255 5.199
32 H 1.732 -3.067 4.604
33 H 1.973 -2.036 2.337
34 H 0.690 1.552 -0.836
35 C -2.674 1.396 -6.114
36 C -3.853 0.819 -5.617
37 C -3.829 0.110 -4.415
38 C -2.630 -0.010 -3.695
39 C -2.652 -0.685 -2.363
40 N -1.540 -0.446 -1.577
41 N -1.555 -0.926 -0.243
42 O -3.545 -1.436 -1.982
43 C -1.439 0.500 -4.230
44 C -1.461 1.229 -5.426
45 H -2.694 1.972 -7.041
46 H -4.791 0.931 -6.165
47 H -4.740 -0.341 -4.018
48 H -1.009 0.408 -1.693
49 H -2.468 -0.696 0.169
50 H -1.466 -1.946 -0.289
51 H -0.495 0.323 -3.707
52 H -0.534 1.664 -5.811

Charge: +1
2S+1: 1
Energy in hartree: -1263.31110

natural (NBO) atomic charge list, values in e, 4 entries:
1. C -0.067
2. C -0.462
3. C -0.123
4. C 0.424

***

Record 4
The molecule C24H23N3O in a non-equilibrium geometry, computed with the ωB97M-V functional and the def2-TZVPD basis.

Positions of all 51 atoms, in Å:
1 C -1.457 -4.633 -0.387
2 H -1.641 -4.128 -1.331
3 H -2.182 -5.434 -0.269
4 H -0.465 -5.076 -0.413
5 C -1.603 -3.639 0.760
6 N -0.874 -2.408 0.510
7 C -1.297 -1.330 1.383
8 C -0.670 -0.053 0.913
9 C 0.554 -0.084 0.372
10 C 1.325 -1.315 0.291
11 C 2.628 -1.382 -0.022
12 C 3.554 -0.261 -0.182
13 C 3.676 0.717 0.804
14 C 4.556 1.771 0.644
15 C 5.335 1.862 -0.499
16 C 5.241 0.881 -1.472
17 C 4.365 -0.176 -1.311
18 H 4.290 -0.937 -2.075
19 H 5.854 0.941 -2.359
20 H 6.019 2.689 -0.624
21 H 4.639 2.524 1.416
22 H 3.081 0.640 1.703
23 H 3.069 -2.363 -0.155
24 C 0.560 -2.580 0.598
25 H 0.854 -2.918 1.615
26 H 0.863 -3.356 -0.107
27 O 1.162 1.029 -0.174
28 C 0.598 2.233 0.060
29 C -0.604 2.395 0.666
30 C -1.080 3.675 0.955
31 N -1.461 4.727 1.226
32 C -1.485 1.204 1.000
33 C -2.666 1.178 0.046
34 C -2.586 0.512 -1.170
35 C -3.656 0.530 -2.046
36 C -4.812 1.219 -1.721
37 C -4.894 1.891 -0.514
38 C -3.827 1.869 0.367
39 H -3.891 2.399 1.306
40 H -5.791 2.434 -0.255
41 H -5.646 1.234 -2.407
42 H -3.586 0.004 -2.988
43 H -1.687 -0.030 -1.426
44 H -1.878 1.315 2.022
45 N 1.378 3.252 -0.405
46 H 1.148 4.184 -0.106
47 H 2.347 3.033 -0.568
48 H -1.027 -1.524 2.442
49 H -2.384 -1.234 1.326
50 H -1.289 -4.112 1.709
51 H -2.659 -3.371 0.852

Structure (SMILES): CCN1CC2=C(OC(N)=C(C#N)[C@H]2c2ccccc2)/C(=C\c2ccccc2)C1
2S+1: 1
Energy in hartree: -1167.83175

natural (NBO) atomic charge list, values in e, 4 entries:
1. C -0.614
2. H 0.216
3. H 0.215
4. H 0.200